Formula: C43H104B4F16N6O7
Source: the Open Molecules 2025 dataset
Level of theory: the ωB97M-V functional and the def2-TZVPD basis

Bonds (Å) are listed after each position.
Atoms and positions in Å:
1 C -9.99 -2.72 -2.13  O2 1.434, H12 1.111, H13 1.090, H14 1.118
2 O -8.82 -1.90 -2.17  C1 1.434, C3 1.377
3 C -8.26 -1.63 -3.40  O2 1.377, C4 1.530, H15 1.097, H16 1.095
4 C -6.83 -1.16 -3.13  C3 1.530, N5 1.498, H17 1.105, H18 1.087
5 N -6.20 -2.24 -2.30  C4 1.498, H6 1.038, H7 0.993, C8 1.493
6 H -6.81 -2.40 -1.47  N5 1.038
7 H -6.05 -3.09 -2.79  N5 0.993
8 C -4.83 -1.82 -1.88  N5 1.493, C9 1.521, H19 1.089, H20 1.069
9 C -4.88 -1.30 -0.45  C8 1.521, O10 1.417, H21 1.089, H22 1.096
10 O -5.30 -2.38 0.36  C9 1.417, C11 1.393
11 C -4.29 -3.20 0.87  O10 1.393, H23 1.082, H24 1.090, H25 1.091
12 H -9.67 -3.73 -2.47  C1 1.111
13 H -10.81 -2.30 -2.70  C1 1.090
14 H -10.30 -2.84 -1.06  C1 1.118
15 H -8.80 -0.82 -3.90  C3 1.097
16 H -8.32 -2.51 -4.05  C3 1.095
17 H -6.73 -0.24 -2.53  C4 1.105
18 H -6.31 -1.09 -4.08  C4 1.087
19 H -4.51 -1.05 -2.58  C8 1.089
20 H -4.11 -2.61 -1.90  C8 1.069
21 H -5.65 -0.53 -0.40  C9 1.089
22 H -3.89 -0.95 -0.12  C9 1.096
23 H -4.75 -3.95 1.50  C11 1.082
24 H -3.60 -2.65 1.51  C11 1.090
25 H -3.67 -3.66 0.10  C11 1.091
26 C -0.26 -1.00 -2.95  O27 1.407, H37 1.079, H38 1.079, H39 1.096
27 O 0.49 -0.12 -3.75  C26 1.407, C28 1.418
28 C -0.18 1.12 -3.95  O27 1.418, C29 1.531, H40 1.088, H41 1.095
29 C -1.10 1.01 -5.16  C28 1.531, N30 1.474, H42 1.083, H43 1.074
30 N -0.44 0.40 -6.33  C29 1.474, H31 1.046, H32 1.005, C33 1.539
31 H -0.08 -0.52 -5.99  N30 1.046
32 H -1.09 0.33 -7.10  N30 1.005
33 C 0.76 1.26 -6.76  N30 1.539, C34 1.505, H44 1.103, H45 1.082
34 C 0.21 2.54 -7.32  C33 1.505, O35 1.433, H46 1.098, H47 1.107
35 O -0.12 3.39 -6.20  C34 1.433, C36 1.391
36 C -0.69 4.57 -6.67  O35 1.391, H48 1.110, H49 1.072, H50 1.119
37 H -0.68 -0.49 -2.09  C26 1.079
38 H 0.42 -1.78 -2.64  C26 1.079
39 H -1.12 -1.41 -3.48  C26 1.096
40 H 0.52 1.94 -4.07  C28 1.088
41 H -0.80 1.37 -3.08  C28 1.095
42 H -1.47 1.98 -5.48  C29 1.083
43 H -1.89 0.31 -4.96  C29 1.074
44 H 1.42 0.77 -7.49  C33 1.103
45 H 1.38 1.44 -5.88  C33 1.082
46 H -0.69 2.41 -7.94  C34 1.098
47 H 1.02 3.04 -7.88  C34 1.107
48 H -0.14 5.08 -7.49  C36 1.110
49 H -0.81 5.23 -5.84  C36 1.072
50 H -1.72 4.38 -7.07  C36 1.119
51 C 2.89 5.70 -0.83  O52 1.401, H62 1.109, H63 1.094, H64 1.104
52 O 2.19 4.49 -0.72  C51 1.401, C53 1.410
53 C 0.85 4.55 -1.15  O52 1.410, C54 1.513, H65 1.117, H66 1.095
54 C 0.31 3.15 -0.96  C53 1.513, N55 1.498, H67 1.068, H68 1.098
55 N 0.54 2.69 0.45  C54 1.498, H56 1.030, H57 1.013, C58 1.531
56 H 1.54 2.85 0.63  N55 1.030
57 H -0.09 3.12 1.11  N55 1.013
58 C 0.21 1.20 0.57  N55 1.531, C59 1.526, H69 1.089, H70 1.095
59 C -1.30 0.98 0.52  C58 1.526, O60 1.411, H71 1.104, H72 1.089
60 O -1.85 2.18 1.04  C59 1.411, C61 1.438
61 C -3.28 2.07 1.08  O60 1.438, H73 1.103, H74 1.080, H75 1.085
62 H 2.38 6.45 -0.19  C51 1.109
63 H 2.95 6.04 -1.87  C51 1.094
64 H 3.93 5.61 -0.49  C51 1.104
65 H 0.76 4.90 -2.20  C53 1.117
66 H 0.32 5.23 -0.47  C53 1.095
67 H 0.88 2.49 -1.57  C54 1.068
68 H -0.76 2.98 -1.17  C54 1.098
69 H 0.55 1.00 1.59  C58 1.089
70 H 0.83 0.62 -0.12  C58 1.095
71 H -1.69 0.09 1.04  C59 1.104
72 H -1.55 0.92 -0.54  C59 1.089
73 H -3.63 2.99 1.57  C61 1.103
74 H -3.59 1.20 1.65  C61 1.080
75 H -3.75 2.00 0.10  C61 1.085
76 C -0.07 1.70 4.87  C77 1.524, H88 1.127, H89 1.091, H90 1.083
77 C 0.71 0.53 5.47  C76 1.524, C78 1.593, H91 1.097, H92 1.096
78 C 1.19 -0.45 4.30  C77 1.593, C79 1.517, H93 1.075, H94 1.105
79 C 1.65 -1.71 5.00  C78 1.517, N80 1.522, H95 1.101, H96 1.058
80 N 2.43 -2.70 4.14  C79 1.522, C81 1.524, C84 1.540, C85 1.493
81 C 1.61 -3.03 2.90  N80 1.524, C82 1.551, H97 1.107, H98 1.098
82 C 2.24 -4.35 2.38  C81 1.551, C83 1.563, H99 1.095, H100 1.096
83 C 2.91 -5.00 3.64  C82 1.563, C84 1.486, H101 1.062, H102 1.099
84 C 2.59 -4.09 4.77  N80 1.540, C83 1.486, H103 1.091, H104 1.082
85 C 3.80 -2.25 3.73  N80 1.493, C86 1.534, H105 1.074, H106 1.073
86 C 4.56 -1.51 4.83  C85 1.534, C87 1.527, H107 1.116, H108 1.108
87 C 6.03 -1.25 4.51  C86 1.527, H109 1.081, H110 1.085, H111 1.095
88 H -0.62 1.51 3.91  C76 1.127
89 H 0.62 2.52 4.68  C76 1.091
90 H -0.76 2.05 5.63  C76 1.083
91 H 0.17 0.01 6.27  C77 1.097
92 H 1.66 0.85 5.89  C77 1.096
93 H 1.97 0.04 3.75  C78 1.075
94 H 0.43 -0.61 3.52  C78 1.105
95 H 0.81 -2.21 5.50  C79 1.101
96 H 2.39 -1.41 5.70  C79 1.058
97 H 1.62 -2.21 2.16  C81 1.107
98 H 0.60 -3.23 3.29  C81 1.098
99 H 2.91 -4.20 1.53  C82 1.095
100 H 1.41 -4.94 2.00  C82 1.096
101 H 3.96 -5.13 3.63  C83 1.062
102 H 2.58 -6.04 3.77  C83 1.099
103 H 3.34 -3.96 5.55  C84 1.091
104 H 1.60 -4.33 5.15  C84 1.082
105 H 3.69 -1.64 2.85  C85 1.074
106 H 4.34 -3.11 3.37  C85 1.073
107 H 4.61 -2.05 5.81  C86 1.116
108 H 4.02 -0.57 5.02  C86 1.108
109 H 6.07 -0.45 3.78  C87 1.081
110 H 6.54 -2.12 4.13  C87 1.085
111 H 6.60 -0.90 5.39  C87 1.095
112 C 3.93 3.81 -3.84  C113 1.540, H124 1.112, H125 1.104, H126 1.096
113 C 4.52 2.40 -3.95  C112 1.540, C114 1.557, H127 1.094, H128 1.090
114 C 4.63 1.58 -2.63  C113 1.557, C115 1.540, H129 1.106, H130 1.104
115 C 5.19 0.16 -2.86  C114 1.540, N116 1.557, H131 1.084, H132 1.101
116 N 5.19 -0.70 -1.57  C115 1.557, C117 1.572, C120 1.540, C121 1.461
117 C 5.70 -2.17 -1.78  N116 1.572, C118 1.507, H133 1.083, H134 1.095
118 C 4.51 -3.08 -1.62  C117 1.507, C119 1.499, H135 1.105, H136 1.096
119 C 3.63 -2.32 -0.68  C118 1.499, C120 1.485, H137 1.104, H138 1.095
120 C 3.70 -0.94 -1.23  N116 1.540, C119 1.485, H139 1.084, H140 1.084
121 C 5.88 -0.09 -0.43  N116 1.461, C122 1.514, H141 1.101, H142 1.076
122 C 7.32 0.32 -0.63  C121 1.514, C123 1.542, H143 1.099, H144 1.097
123 C 7.98 0.83 0.67  C122 1.542, H145 1.106, H146 1.087, H147 1.076
124 H 4.43 4.44 -3.08  C112 1.112
125 H 2.84 3.79 -3.63  C112 1.104
126 H 4.05 4.32 -4.81  C112 1.096
127 H 5.51 2.42 -4.41  C113 1.094
128 H 3.86 1.85 -4.62  C113 1.090
129 H 3.66 1.49 -2.11  C114 1.106
130 H 5.29 2.10 -1.92  C114 1.104
131 H 6.24 0.22 -3.14  C115 1.084
132 H 4.68 -0.37 -3.68  C115 1.101
133 H 6.41 -2.42 -1.00  C117 1.083
134 H 6.21 -2.20 -2.76  C117 1.095
135 H 4.81 -4.10 -1.30  C118 1.105
136 H 4.06 -3.20 -2.61  C118 1.096
137 H 4.07 -2.26 0.33  C119 1.104
138 H 2.60 -2.66 -0.55  C119 1.095
139 H 3.42 -0.20 -0.49  C120 1.084
140 H 3.11 -0.85 -2.13  C120 1.084
141 H 5.74 -0.74 0.44  C121 1.101
142 H 5.30 0.79 -0.23  C121 1.076
143 H 7.32 1.08 -1.42  C122 1.099
144 H 7.88 -0.54 -1.01  C122 1.097
145 H 9.07 0.96 0.53  C123 1.106
146 H 7.76 0.28 1.58  C123 1.087
147 H 7.56 1.81 0.81  C123 1.076
148 C -6.74 1.07 6.71  C149 1.434, H155 1.094, H156 1.090, H157 1.104
149 C -7.18 0.58 5.43  C148 1.434, O150 1.235, N151 1.438
150 O -8.08 1.06 4.74  C149 1.235
151 N -6.38 -0.47 4.87  C149 1.438, H152 1.069, H153 1.025, C154 1.497
152 H -5.58 -0.67 5.55  N151 1.069
153 H -6.94 -1.33 4.95  N151 1.025
154 C -5.96 -0.28 3.44  N151 1.497, H158 1.076, H159 1.073, H160 1.092
155 H -7.42 1.84 7.10  C148 1.094
156 H -5.71 1.43 6.69  C148 1.090
157 H -6.72 0.17 7.35  C148 1.104
158 H -6.84 -0.01 2.89  C154 1.076
159 H -5.55 -1.22 3.12  C154 1.073
160 H -5.20 0.50 3.38  C154 1.092
161 B -3.91 1.18 -3.50  F162 1.391, F163 1.487, F164 1.395, F165 1.407
162 F -4.30 0.14 -4.34  B161 1.391
163 F -2.82 0.62 -2.65  B161 1.487
164 F -3.36 2.23 -4.24  B161 1.395
165 F -5.01 1.54 -2.72  B161 1.407
166 B 3.37 1.29 1.88  F167 1.402, F168 1.481, F169 1.392, F170 1.400
167 F 3.39 1.89 0.62  B166 1.402
168 F 3.05 -0.14 1.64  B166 1.481
169 F 4.61 1.37 2.51  B166 1.392
170 F 2.37 1.93 2.62  B166 1.400
171 B -3.30 -0.36 5.84  F172 1.439, F173 1.409, F174 1.388, F175 1.558
172 F -3.85 0.95 5.58  B171 1.439
173 F -3.07 -1.24 4.76  B171 1.409
174 F -2.34 -0.37 6.84  B171 1.388
175 F -4.54 -0.99 6.55  B171 1.558
176 B -0.73 -2.47 0.24  F177 1.373, F178 1.430, F179 1.537, F180 1.439
177 F -1.27 -1.93 1.38  B176 1.373
178 F -1.70 -2.45 -0.81  B176 1.430
179 F 0.49 -1.66 -0.23  B176 1.537
180 F -0.25 -3.81 0.47  B176 1.439

Output
Max |F|: 5.308 eV Å⁻¹
HOMO energy: -13.676 eV
Charge: +2
Frontier orbital gap: 10.0 eV